# 1
Formula: C33H44AsGe2MnN5SSe
Source: the OMol25 dataset
Level of theory: the ωB97M-V functional and the def2-TZVPD basis

Geometry as XYZ:
```
88
Properties=species:S:1:pos:R:3:mulliken_charge:R:1
Mn -0.06 0.02 -1.29 0.6451
C 4.24 -2.57 -0.67 -1.5740
C 3.09 -1.62 -0.34 0.7915
Ge 1.62 -2.45 0.66 0.4962
C 1.17 -4.30 0.24 0.0939
C 2.34 -5.27 0.51 -1.3312
C 1.53 -2.03 2.59 -0.7279
C 0.70 -0.99 2.87 0.0472
Ge -0.28 -0.95 1.21 0.7185
C 2.47 1.81 0.23 -0.4373
C 3.83 1.76 0.91 -1.5254
C -2.21 -1.35 1.33 -0.7024
C -3.03 -0.42 2.23 -1.1894
C 0.43 -0.33 4.15 0.4229
C -0.39 0.79 4.14 0.8689
C -0.68 1.47 5.32 -1.3183
C -0.15 1.02 6.52 -0.7155
C 0.67 -0.11 6.54 -0.7713
C 0.96 -0.78 5.36 -0.8672
H 5.05 -2.02 -1.14 0.4462
H 3.93 -3.36 -1.36 0.3164
H 4.64 -3.05 0.22 0.4025
H 2.67 -1.18 -1.25 0.0583
H 3.44 -0.79 0.27 -0.3091
H 0.83 -4.38 -0.79 -0.2151
H 0.32 -4.56 0.88 0.4421
H 3.16 -5.10 -0.18 0.2822
H 2.01 -6.30 0.39 0.4074
H 2.72 -5.16 1.52 0.3407
H 2.02 -2.62 3.37 0.4843
H 2.33 2.76 -0.29 0.4199
H 2.42 1.03 -0.54 -0.3585
H 3.91 2.51 1.70 0.3981
H 4.62 1.97 0.19 0.4380
H 4.02 0.79 1.36 0.2963
H -2.24 -2.37 1.73 0.7503
H -2.60 -1.41 0.32 0.2916
H -2.70 -0.48 3.26 0.3492
H -4.08 -0.72 2.20 0.4729
H -2.97 0.62 1.92 0.2808
H -0.82 1.13 3.21 0.4853
H -1.31 2.35 5.29 0.5181
H -0.36 1.54 7.44 0.4401
H 1.07 -0.46 7.47 0.4365
H 1.59 -1.66 5.39 0.4206
Se -4.21 5.35 2.23 0.3194
N -2.56 4.78 2.41 -0.8694
C -2.40 3.78 1.58 0.6846
C -1.17 3.02 1.46 0.7346
C -0.02 3.42 2.24 -1.4304
C 1.12 2.76 2.10 -1.1046
C 1.30 1.58 1.20 1.7177
N 0.06 1.18 0.44 0.3521
C -1.09 1.97 0.58 -0.3051
C -2.23 1.67 -0.27 -0.1691
N -2.11 0.67 -1.17 0.3572
C -3.16 0.28 -1.88 -0.3534
C -4.40 0.89 -1.79 -1.1447
C -4.54 1.95 -0.93 -0.7926
C -3.46 2.35 -0.15 0.5023
C -3.55 3.44 0.80 0.9837
N -4.63 4.16 0.99 -0.8947
H -0.12 4.27 2.90 0.5862
H 2.00 3.06 2.66 0.4503
H 1.61 0.75 1.86 -0.5153
H -3.00 -0.55 -2.56 0.5190
H -5.22 0.53 -2.40 0.4963
H -5.48 2.48 -0.82 0.5775
C 1.61 0.55 -6.36 -1.0955
As 0.36 1.17 -5.04 0.7131
C -0.11 2.97 -5.48 -1.0859
C -1.25 0.10 -5.21 -0.6087
S 1.24 1.11 -3.11 -0.5982
H 1.18 0.71 -7.35 0.4232
H 1.81 -0.50 -6.20 0.3682
H 2.53 1.11 -6.25 0.3779
H -0.50 3.02 -6.50 0.4113
H 0.78 3.59 -5.39 0.3825
H -0.86 3.32 -4.78 0.3551
H -1.21 -0.47 -6.13 0.4827
H -2.11 0.76 -5.22 0.3742
H -1.30 -0.58 -4.36 -0.1967
C -0.90 -4.33 -3.41 -1.2046
C -0.63 -3.05 -2.78 0.6096
N -0.42 -2.03 -2.29 -0.6745
H -0.46 -5.13 -2.82 0.3708
H -0.47 -4.34 -4.41 0.3288
H -1.98 -4.50 -3.48 0.3455
```

The calculation puts the HOMO energy (alpha / beta) at -12.2 / -12.3 eV. Its multiplicity is 6. As for the HOMO-LUMO gap (alpha / beta): 0.2542 / 0.2483 Eh. Its charge is +2. The relative energy (zero: lowest compared OMol25 entry of this formula, charge and spin) comes out at 24.1 kcal per mole. Its expectation value of S² is 8.7619.



# 2
Formula: C21H14Cl2CoN3O
Source: the OMol25 dataset
Level of theory: the ωB97M-V functional and the def2-TZVPD basis

Geometry as XYZ:
```
42
Properties=species:S:1:pos:R:3:mulliken_charge:R:1
Co -0.48 -0.57 -0.93 0.2682
O 1.61 0.58 -0.32 -0.6071
C 1.07 1.79 0.14 -0.4748
C -0.19 1.60 0.94 0.9046
C -0.52 2.46 1.99 -0.7929
C -1.71 2.28 2.67 -0.2224
C -2.54 1.23 2.30 -0.7742
C -2.14 0.41 1.26 -0.1343
N -1.00 0.59 0.59 -0.1520
H 1.40 0.48 -1.28 0.3391
H 0.85 2.46 -0.70 0.1066
H 1.81 2.29 0.78 0.3860
H 0.17 3.25 2.25 0.3613
H -1.98 2.94 3.48 0.3842
H -3.48 1.05 2.81 0.3801
H -2.73 -0.44 0.95 0.4367
N -2.01 -8.88 4.37 -0.5470
C -1.85 -7.91 3.76 0.0570
C -1.64 -6.71 3.00 0.5303
C -0.72 -6.69 1.96 -0.5235
C -0.52 -5.53 1.23 -0.5090
C -1.24 -4.36 1.52 0.6789
C -2.17 -4.41 2.57 -0.5014
C -2.37 -5.56 3.30 -0.5373
C -1.03 -3.17 0.77 0.0881
C -0.82 -2.16 0.11 -0.9065
H -0.15 -7.58 1.72 0.4206
H 0.19 -5.51 0.42 0.4596
H -2.73 -3.51 2.81 0.4340
H -3.08 -5.58 4.11 0.4118
Cl 1.11 -2.31 -4.21 -0.2363
C 0.96 -0.64 -4.69 0.4764
C 1.37 -0.28 -5.95 -0.6547
C 1.27 1.04 -6.39 -0.3284
C 0.75 1.98 -5.51 -0.6422
C 0.34 1.61 -4.25 0.7460
Cl -0.36 2.84 -3.21 -0.2629
C 0.42 0.28 -3.73 -0.2385
N 0.04 -0.06 -2.53 -0.8652
H 1.77 -1.05 -6.60 0.3557
H 1.59 1.32 -7.38 0.3376
H 0.64 3.02 -5.81 0.3480
```

The calculation puts the HOMO energy (alpha / beta) at -3.5 / -3.5 eV. Its multiplicity is 2. As for the HOMO-LUMO gap (alpha / beta): 0.2205 / 0.2212 Eh. Its charge is -1. The relative energy (zero: lowest compared OMol25 entry of this formula, charge and spin) comes out at 0.0 kcal per mole. Its expectation value of S² is 0.9257.



# 3
Formula: C4H14O2S
Source: the OMol25 dataset
Level of theory: the ωB97M-V functional and the def2-TZVPD basis

Geometry as XYZ:
```
21
Properties=species:S:1:pos:R:3:mulliken_charge:R:1
C -1.33 -1.81 1.81 -1.2490
C -2.09 -0.92 0.79 -0.4777
C -1.25 0.04 0.01 -1.1106
S -0.98 -0.56 -1.71 -0.1840
C 0.15 0.70 -2.35 -0.7770
H -1.16 -1.28 2.74 0.3477
H -1.96 -2.66 2.00 0.3784
H -0.47 -2.22 1.28 0.3311
H -2.98 -0.57 1.32 0.3672
H -2.62 -1.60 0.10 0.2884
H -0.22 0.13 0.37 0.3229
H -1.48 1.11 -0.02 0.6457
H 0.74 1.11 -1.54 0.1197
H 0.74 0.21 -3.11 0.3129
H -0.41 1.52 -2.77 0.2978
H 1.38 3.03 1.13 0.5580
H 1.84 3.29 -0.29 0.5498
O 1.99 2.69 0.46 -1.5644
H 2.95 -1.39 0.22 0.3350
H 3.62 0.05 -0.11 0.4243
O 3.53 -0.88 -0.35 -0.9163
```

The calculation puts the HOMO energy (alpha / beta) at 0.8 / -5.3 eV. Its multiplicity is 2. As for the HOMO-LUMO gap (alpha / beta): 0.0874 / 0.3069 Eh. Its charge is -1. The relative energy (zero: lowest compared OMol25 entry of this formula, charge and spin) comes out at 13.4 kcal per mole. Its expectation value of S² is 0.7504.



# 4
Formula: C10H13Cl2MgSe4Te
Source: the OMol25 dataset
Level of theory: the ωB97M-V functional and the def2-TZVPD basis

Geometry as XYZ:
```
31
Properties=species:S:1:pos:R:3:mulliken_charge:R:1
Mg 1.45 -3.14 -0.39 0.2935
Se 1.26 -4.91 1.52 -0.5425
Se 1.67 -6.64 0.01 -0.1233
Se 3.52 -5.91 -1.16 -0.1322
Se 2.70 -4.16 -2.46 -0.3931
Cl 2.82 -1.32 -4.04 -0.1018
C 2.83 0.25 -4.89 -0.3360
Cl 4.25 0.42 -5.94 -0.1861
H 2.87 1.03 -4.15 0.2187
H 1.95 0.32 -5.51 0.2966
C -2.94 2.71 3.05 -1.4158
C -2.03 1.91 2.15 0.6862
C -1.20 2.52 1.23 -1.0733
C -0.37 1.80 0.38 1.1989
C 0.49 2.56 -0.59 -1.7407
C -0.36 0.39 0.44 -0.5817
Te 0.91 -0.62 -0.96 0.4222
C -1.20 -0.24 1.37 1.2032
C -1.32 -1.73 1.54 -0.6891
C -2.01 0.52 2.21 -0.7888
H -2.81 3.78 2.87 0.3329
H -2.72 2.52 4.10 0.3226
H -3.98 2.46 2.87 0.3154
H -1.19 3.61 1.17 0.1759
H 0.36 3.63 -0.46 0.3504
H 0.23 2.30 -1.62 0.3445
H 1.54 2.31 -0.45 0.3742
H -0.59 -2.28 0.95 -0.5353
H -2.31 -2.07 1.24 0.3315
H -1.17 -2.01 2.58 0.4006
H -2.65 0.01 2.92 0.3724
```

The calculation puts the HOMO energy at -4.4 eV. As for the HOMO-LUMO gap: 0.2499 Eh. Its charge is -1.



Looking at maximum force for the records above, in order, we have 1.49; 0.27; 2.39; 1.06 eV Å⁻¹.